<A>
{"formula": "C3H6N2O2S", "method": "ωB97M-V/def2-TZVPD", "smiles": "C/C(=N\\O)S/C=N\\O", "homo_lumo_gap_ev": 10.0, "lumo_energy_ev": 0.6363, "homo_energy_ev": -9.38, "species": ["C", "C", "C", "H", "H", "H", "H", "H", "H", "N", "N", "O", "O", "S"], "positions_angstrom": [[-1.77026, -0.97560, -0.64329], [-0.57985, -0.25371, -0.14692], [0.83260, 0.98816, 1.99945], [-2.60951, -0.71363, -0.02701], [-1.55525, -2.04507, -0.69283], [-2.00738, -0.61373, -1.64302], [0.92276, 0.62536, 3.02720], [1.37184, 1.32109, -0.31971], [1.41374, -1.15818, -2.07530], [1.87942, 1.47408, 1.53487], [0.53600, -0.25829, -0.74052], [1.84114, 1.99847, 0.23546], [0.51029, -1.09785, -1.85919], [-0.78554, 0.70888, 1.35082]], "lowdin_charge": [-0.080, -0.639, -0.509, 0.060, 0.099, 0.095, 0.073, 0.036, 0.076, -0.044, -0.043, -0.089, -0.018, 0.985]}

=====

<B>
{"formula": "C3H6N2O2S", "method": "ωB97M-V/def2-TZVPD", "homo_lumo_gap_ev": 9.3, "lumo_energy_ev": -0.8754, "homo_energy_ev": -10.17, "species": ["C", "C", "C", "N", "N", "O", "O", "S", "H", "H", "H", "H", "H", "H"], "positions_angstrom": [[-0.43685, 1.35203, 1.49434], [2.65378, -1.32286, -2.94141], [2.76250, -0.04291, -3.14094], [-2.66835, -0.17532, 3.11338], [-0.79280, 2.16147, 2.31706], [-0.22658, 0.77746, 0.50653], [-4.70861, -1.15438, 1.98778], [-3.87157, 0.02109, 2.21423], [3.45716, -2.04116, -3.18840], [1.70997, -1.81002, -2.60251], [3.53397, 0.43176, -3.63946], [2.01738, 0.80605, -2.94810], [-2.29297, -1.04550, 3.60118], [-1.13702, 2.04230, 3.22630]], "lowdin_charge": [-0.438, -0.097, -0.105, -0.330, 0.181, 0.142, -0.514, 0.846, 0.055, 0.059, 0.010, 0.079, 0.069, 0.042]}

=====

<C>
{"formula": "C3H6N2O2S", "method": "ωB97M-V/def2-TZVPD", "homo_lumo_gap_ev": 8.9, "lumo_energy_ev": 0.5444, "homo_energy_ev": -8.40, "species": ["C", "C", "C", "N", "N", "O", "O", "S", "H", "H", "H", "H", "H", "H"], "positions_angstrom": [[-0.32219, -0.27323, -1.49150], [0.26166, -1.31235, -0.52111], [1.11633, 1.06338, -0.03314], [-1.00631, -0.35940, 1.26848], [0.33271, 0.90339, -1.26889], [-1.11402, -0.47766, -2.36626], [-1.38786, 0.38186, 2.50606], [0.59281, -0.42576, 1.01760], [-0.64528, -1.90349, -0.17750], [1.01728, -1.92015, -0.88429], [2.26262, 0.98451, -0.01913], [0.72697, 1.91771, 0.49140], [-0.02669, 1.64911, -1.70215], [-1.80803, -0.22793, 3.18042]], "lowdin_charge": [-0.548, -0.243, -0.281, -0.410, 0.042, 0.099, -0.229, 1.017, 0.113, 0.072, 0.108, 0.082, 0.091, 0.087]}

=====

Short version: <C> is the least stable of them.

=====

<A>
{"formula": "C3H6N2O2S", "method": "ωB97M-V/def2-TZVPD", "homo_lumo_gap_ev": [7.8, 7.7], "lumo_energy_ev": [-0.2461, -0.3172], "homo_energy_ev": [-8.01, -8.04], "species": ["C", "C", "C", "N", "N", "O", "O", "S", "H", "H", "H", "H", "H", "H"], "positions_angstrom": [[1.93294, -0.35704, -0.04141], [0.81439, -1.16247, -0.67730], [0.11676, 1.17503, 0.57874], [-2.19570, 0.10932, -0.18925], [1.51459, 0.80317, 0.50368], [3.06386, -0.74347, 0.08395], [-3.36675, -0.60950, -0.04175], [-1.02425, -0.40261, 0.71049], [0.15521, -0.74671, -1.40561], [0.93756, -2.27521, -0.58067], [-0.08701, 2.04925, 1.24473], [-0.28626, 1.63111, -0.31025], [2.17944, 1.35679, 1.11087], [-3.75478, -0.82768, -0.98620]], "lowdin_charge": [-0.619, -0.022, -0.311, -0.503, -0.004, 0.057, -0.217, 1.011, 0.028, 0.085, 0.106, 0.062, 0.178, 0.148]}

=====

<B>
{"formula": "C3H6N2O2S", "method": "ωB97M-V/def2-TZVPD", "homo_lumo_gap_ev": 8.6, "lumo_energy_ev": -0.7983, "homo_energy_ev": -9.37, "species": ["C", "C", "C", "H", "H", "H", "H", "H", "H", "N", "N", "O", "O", "S"], "positions_angstrom": [[0.43001, 1.90602, -1.64150], [-0.75442, -0.41742, 0.76025], [0.62504, -1.03774, 0.54341], [0.26423, 2.78990, -0.45950], [-0.14962, 1.99585, -3.03469], [2.18606, 1.44888, -1.77289], [-1.90471, 0.79770, 0.09484], [1.39130, -0.51474, 0.02278], [-0.56381, -2.36279, 2.16207], [-0.89848, 0.80421, 0.20374], [1.18130, -2.03105, 1.02934], [-0.44716, 0.78609, -1.17250], [-1.85612, -1.04148, 1.17685], [0.49638, -3.12342, 2.08781]], "lowdin_charge": [-0.145, -0.337, -0.207, 0.176, 0.185, 0.167, 0.140, 0.088, -0.167, 0.033, -0.387, -0.338, -0.023, 0.816]}

=====

Short version: <B> is the least stable of them.

=====

<A>
{"formula": "C3H6N2O2S", "method": "ωB97M-V/def2-TZVPD", "homo_lumo_gap_ev": [8.2, 8.2], "lumo_energy_ev": [-1.4144, -1.4205], "homo_energy_ev": [-9.59, -9.61], "species": ["C", "C", "C", "N", "N", "O", "O", "S", "H", "H", "H", "H", "H", "H"], "positions_angstrom": [[0.16774, -1.70617, -0.17934], [1.04177, -0.64207, 0.58271], [0.63839, 1.64696, -0.24689], [-1.00628, -1.52802, -0.48262], [0.43426, 0.66165, 0.71671], [-2.92499, -0.30208, 1.07027], [-2.18120, 0.69109, -0.95708], [-1.79666, -0.06659, 0.18738], [0.55104, -2.57656, -0.47214], [1.22116, -1.17458, 1.57191], [1.93340, -0.76148, -0.04504], [0.92194, 2.55898, 0.15941], [1.39232, 1.44429, -1.18964], [-0.39289, 1.75459, -0.71563]], "lowdin_charge": [-0.184, -0.217, -0.193, -0.021, -0.105, -0.318, -0.340, 0.785, 0.081, 0.136, 0.116, 0.047, 0.143, 0.069]}

=====

<B>
{"formula": "C3H6N2O2S", "method": "ωB97M-V/def2-TZVPD", "smiles": "O=[N+]([O-])N1CCSC1", "homo_lumo_gap_ev": 9.9, "lumo_energy_ev": 0.4337, "homo_energy_ev": -9.46, "species": ["C", "C", "C", "N", "N", "O", "O", "S", "H", "H", "H", "H", "H", "H"], "positions_angstrom": [[0.30205, -0.82329, 0.18307], [-0.42487, -0.32748, -0.99001], [0.49329, 1.65200, 0.36749], [1.23108, 0.18568, 0.57040], [2.39275, 0.23291, -0.18225], [2.81571, -0.80706, -0.63031], [2.90924, 1.32632, -0.33042], [-1.13114, 1.23697, -0.34356], [-0.39958, -0.90759, 0.92501], [0.88007, -1.81733, 0.07159], [0.32548, -0.11590, -1.80732], [-1.20097, -1.08274, -1.34131], [0.41935, 2.11504, 1.34843], [1.14434, 2.25102, -0.25340]], "lowdin_charge": [-0.318, -0.453, -0.332, -0.033, -0.436, 0.075, 0.047, 0.858, 0.079, 0.164, 0.102, 0.114, 0.074, 0.059]}

=====

Short version: <A> is the least stable of them.

=====

<A>
{"formula": "C3H6N2O2S", "method": "ωB97M-V/def2-TZVPD", "smiles": "C=[S@@]1(=O)NC(C)=NO1", "homo_lumo_gap_ev": 9.6, "lumo_energy_ev": 0.4153, "homo_energy_ev": -9.16, "species": ["C", "C", "C", "N", "N", "O", "O", "S", "H", "H", "H", "H", "H", "H"], "positions_angstrom": [[0.78135, 0.73300, -0.06056], [-1.26534, -2.29454, -0.16780], [1.51713, 1.61779, 0.87894], [1.04838, 0.54534, -1.28672], [-0.41101, 0.24325, 0.34787], [-2.50136, -0.21089, -1.01576], [0.12616, -0.30590, -1.83047], [-1.27064, -0.78898, -0.72472], [-1.87749, -3.06772, -0.68568], [-0.22585, -2.47750, 0.16824], [1.41556, 1.27563, 1.93839], [0.84849, 2.50150, 0.73469], [2.61219, 1.73393, 0.44423], [-0.79757, 0.49509, 1.25934]], "lowdin_charge": [-0.530, -0.231, -0.018, 0.033, -0.049, -0.289, -0.258, 0.791, 0.050, 0.037, 0.089, 0.097, 0.134, 0.143]}

=====

<B>
{"formula": "C3H6N2O2S", "method": "ωB97M-V/def2-TZVPD", "smiles": "CO/N=C(\\N)C(=O)S", "homo_lumo_gap_ev": 9.4, "lumo_energy_ev": 0.5128, "homo_energy_ev": -8.85, "species": ["C", "C", "C", "H", "H", "H", "H", "H", "H", "N", "N", "O", "O", "S"], "positions_angstrom": [[2.50977, -0.31016, -0.58933], [-0.70715, -0.20953, 0.39595], [-1.75378, 0.87270, 0.12827], [2.70286, 0.71603, -0.36974], [3.39580, -0.92257, -0.38710], [2.31322, -0.33900, -1.67256], [-1.94531, -1.30879, 1.57773], [-0.40666, -2.06130, 1.18748], [-2.66200, 2.54731, -0.93989], [0.40411, 0.13192, -0.21330], [-1.04482, -1.26722, 1.11616], [1.41006, -0.79646, 0.11850], [-2.76765, 0.87836, 0.79178], [-1.44845, 2.06872, -1.14395]], "lowdin_charge": [-0.132, -0.398, -0.714, 0.069, 0.090, 0.086, 0.116, 0.122, -0.125, 0.040, 0.175, -0.181, 0.003, 0.847]}

=====

Short version: <A> is the least stable of them.